The following is a DFT calculation (wB97M-V/def2-TZVPD) of a structure of composition C17H45N4O3PRh.

The geometry in XYZ format:
```
71
Properties=species:S:1:pos:R:3:lowdin_charge:R:1
Rh 0.306 -1.969 -0.528 1.21
P 0.613 2.646 0.207 1.29
O -0.769 -2.648 -2.588 -0.30
O -1.170 -0.212 -1.238 -0.31
O -0.862 -2.203 1.344 -0.13
N 2.096 -1.714 0.960 -0.04
N 1.609 -3.844 -0.841 -0.04
N -2.580 -3.467 0.489 0.22
N -2.583 -2.770 2.678 0.06
C 0.743 2.469 2.043 -0.52
C -2.467 -0.056 -0.637 -0.05
C -0.592 2.708 2.751 -0.09
C -1.491 4.206 -0.702 -0.09
C -1.206 -0.300 -2.670 -0.17
C 2.056 0.954 -1.560 -0.11
C 2.690 -3.052 1.187 -0.21
C -1.977 -2.804 1.499 -0.57
C -1.040 -3.954 -3.123 -0.05
C 0.021 4.276 -0.466 -0.50
C 2.232 2.063 -0.507 -0.51
C -3.830 -3.448 3.013 -0.03
C -1.644 -1.663 -3.146 -0.17
C 2.915 -3.715 -0.157 -0.21
C 1.873 3.330 2.621 -0.07
C 3.011 3.234 -1.110 -0.08
C 0.426 5.454 0.418 -0.08
H -2.676 -1.876 -2.847 0.14
H 3.572 -3.098 -0.773 0.13
H 3.388 -4.687 -0.017 0.14
H 3.089 4.080 -0.428 0.08
H -3.745 -4.529 2.882 0.10
H -0.863 -3.961 -4.199 0.11
H -4.657 -3.078 2.405 0.10
H 1.745 -4.074 -1.820 0.10
H -2.083 -3.556 -0.378 0.08
H -1.828 5.149 -1.132 0.10
H 0.107 6.366 -0.091 0.11
H 4.025 2.902 -1.338 0.11
H 2.779 1.671 0.356 0.10
H 1.090 -4.612 -0.424 0.11
H -2.038 4.056 0.231 0.08
H -2.087 -2.289 3.411 0.16
H 1.003 1.409 2.151 0.10
H 2.815 -1.088 0.612 0.09
H -2.304 0.188 0.410 0.09
H 1.749 -1.342 1.838 0.09
H -1.752 3.409 -1.400 0.07
H 1.574 4.373 2.699 0.08
H -4.063 -3.257 4.055 0.11
H -1.596 -1.690 -4.237 0.15
H 3.631 -2.984 1.733 0.14
H -1.369 2.039 2.380 0.07
H 2.799 3.278 2.047 0.08
H 0.531 4.351 -1.430 0.11
H 1.525 1.343 -2.429 0.09
H 3.041 0.633 -1.904 0.10
H -0.373 -4.665 -2.643 0.08
H -0.076 5.438 1.384 0.08
H -3.004 0.758 -1.126 0.11
H -2.077 -4.245 -2.941 0.11
H -3.382 -4.058 0.639 0.12
H -0.467 2.520 3.817 0.10
H 2.562 3.572 -2.044 0.09
H 1.503 5.523 0.565 0.08
H -1.882 0.454 -3.078 0.15
H 1.993 -3.641 1.785 0.13
H -0.935 3.736 2.640 0.08
H 2.090 2.975 3.629 0.10
H 1.521 0.048 -1.212 0.01
H -3.064 -0.967 -0.701 0.09
H -0.191 -0.095 -3.013 0.12
```

HOMO (alpha / beta) in eV: -17.734 / -18.260
Charge: +3
Orbital gap (alpha / beta) in eV: 10.1 / 7.7
Multiplicity: 5
F_max in eV Å⁻¹: 0.78


The following is a DFT calculation (wB97M-V/def2-TZVPD) of a structure of composition C6H12O4 in a non-equilibrium geometry.

The geometry in XYZ format:
```
22
Properties=species:S:1:pos:R:3:lowdin_charge:R:1
O -1.011 2.697 0.219 0.00
O -1.766 0.600 2.789 0.01
O 0.305 -1.082 -0.264 -0.10
O 1.681 0.372 0.866 -0.20
C -2.352 0.752 -0.315 -0.10
C -2.534 -0.401 0.684 -0.12
C -0.240 0.369 0.892 -0.13
C -1.404 -0.241 1.706 -0.33
C -0.944 1.329 -0.089 -0.32
C 0.807 0.966 1.790 -0.19
H 0.903 2.054 1.765 0.12
H 0.372 -1.840 0.325 0.05
H -1.098 -1.207 2.138 0.15
H -2.549 1.120 2.590 0.10
H -2.481 0.421 -1.354 0.12
H -3.118 1.523 -0.152 0.12
H 0.830 0.519 2.795 0.13
H -0.392 1.290 -1.040 0.15
H -2.447 -1.371 0.176 0.12
H -3.514 -0.403 1.179 0.12
H -0.212 3.148 0.505 0.09
H 1.527 -0.663 0.115 0.21
```

Energy relative to the best compared isomer or geometry (same formula, charge and spin) in kcal/mol: 132.23
HOMO in eV: -8.717
Charge: 0
Orbital gap in eV: 9.2
F_max in eV Å⁻¹: 4.40


The following is a DFT calculation (wB97M-V/def2-TZVPD) of a cluster of 2 separate species, C4H5N5OS in total in a non-equilibrium geometry.

The geometry in XYZ format:
```
16
Properties=species:S:1:pos:R:3:lowdin_charge:R:1
S 2.392 -0.244 -0.371 0.90
O 2.985 -0.908 0.801 -0.55
N -2.329 0.988 0.070 -0.04
N -0.427 -2.164 -0.549 0.06
N 0.096 -2.901 0.196 0.06
N -2.474 -0.289 -0.213 0.04
N 1.155 2.052 0.008 0.05
C 0.607 -0.171 -0.195 -0.16
C 0.130 1.076 -0.078 -0.36
C -1.208 1.601 0.073 -0.15
C 2.317 1.585 -0.060 -0.25
H -3.358 -0.678 0.072 0.10
H 3.203 2.191 -0.028 0.09
H -1.667 -0.922 -0.289 0.00
H -0.157 -3.881 0.321 0.10
H -1.265 2.666 0.243 0.10
```

Energy relative to the best compared isomer or geometry (same formula, charge and spin) in kcal/mol: 62.75
HOMO (alpha / beta) in eV: -8.570 / -8.450
Charge: 0
Orbital gap (alpha / beta) in eV: 7.8 / 7.4
F_max in eV Å⁻¹: 1.35


Copy entry 1 word for word.
The following is a DFT calculation (wB97M-V/def2-TZVPD) of a structure of composition C17H45N4O3PRh.

The geometry in XYZ format:
```
71
Properties=species:S:1:pos:R:3:lowdin_charge:R:1
Rh 0.306 -1.969 -0.528 1.21
P 0.613 2.646 0.207 1.29
O -0.769 -2.648 -2.588 -0.30
O -1.170 -0.212 -1.238 -0.31
O -0.862 -2.203 1.344 -0.13
N 2.096 -1.714 0.960 -0.04
N 1.609 -3.844 -0.841 -0.04
N -2.580 -3.467 0.489 0.22
N -2.583 -2.770 2.678 0.06
C 0.743 2.469 2.043 -0.52
C -2.467 -0.056 -0.637 -0.05
C -0.592 2.708 2.751 -0.09
C -1.491 4.206 -0.702 -0.09
C -1.206 -0.300 -2.670 -0.17
C 2.056 0.954 -1.560 -0.11
C 2.690 -3.052 1.187 -0.21
C -1.977 -2.804 1.499 -0.57
C -1.040 -3.954 -3.123 -0.05
C 0.021 4.276 -0.466 -0.50
C 2.232 2.063 -0.507 -0.51
C -3.830 -3.448 3.013 -0.03
C -1.644 -1.663 -3.146 -0.17
C 2.915 -3.715 -0.157 -0.21
C 1.873 3.330 2.621 -0.07
C 3.011 3.234 -1.110 -0.08
C 0.426 5.454 0.418 -0.08
H -2.676 -1.876 -2.847 0.14
H 3.572 -3.098 -0.773 0.13
H 3.388 -4.687 -0.017 0.14
H 3.089 4.080 -0.428 0.08
H -3.745 -4.529 2.882 0.10
H -0.863 -3.961 -4.199 0.11
H -4.657 -3.078 2.405 0.10
H 1.745 -4.074 -1.820 0.10
H -2.083 -3.556 -0.378 0.08
H -1.828 5.149 -1.132 0.10
H 0.107 6.366 -0.091 0.11
H 4.025 2.902 -1.338 0.11
H 2.779 1.671 0.356 0.10
H 1.090 -4.612 -0.424 0.11
H -2.038 4.056 0.231 0.08
H -2.087 -2.289 3.411 0.16
H 1.003 1.409 2.151 0.10
H 2.815 -1.088 0.612 0.09
H -2.304 0.188 0.410 0.09
H 1.749 -1.342 1.838 0.09
H -1.752 3.409 -1.400 0.07
H 1.574 4.373 2.699 0.08
H -4.063 -3.257 4.055 0.11
H -1.596 -1.690 -4.237 0.15
H 3.631 -2.984 1.733 0.14
H -1.369 2.039 2.380 0.07
H 2.799 3.278 2.047 0.08
H 0.531 4.351 -1.430 0.11
H 1.525 1.343 -2.429 0.09
H 3.041 0.633 -1.904 0.10
H -0.373 -4.665 -2.643 0.08
H -0.076 5.438 1.384 0.08
H -3.004 0.758 -1.126 0.11
H -2.077 -4.245 -2.941 0.11
H -3.382 -4.058 0.639 0.12
H -0.467 2.520 3.817 0.10
H 2.562 3.572 -2.044 0.09
H 1.503 5.523 0.565 0.08
H -1.882 0.454 -3.078 0.15
H 1.993 -3.641 1.785 0.13
H -0.935 3.736 2.640 0.08
H 2.090 2.975 3.629 0.10
H 1.521 0.048 -1.212 0.01
H -3.064 -0.967 -0.701 0.09
H -0.191 -0.095 -3.013 0.12
```

HOMO (alpha / beta) in eV: -17.734 / -18.260
Charge: +3
Orbital gap (alpha / beta) in eV: 10.1 / 7.7
Multiplicity: 5
F_max in eV Å⁻¹: 0.78


> What is the formula in the third record?

C4H5N5OS


> What is the charge in the first record?

+3


> The highest F_max belongs to which entry?

C6H12O4